Computed, not measured: 2 unconnected molecules or ions with the total composition C3F5N in a non-equilibrium geometry, with ωB97M-V/def2-TZVPD.

As for the net charge: 0. As for the energy above the lowest of the compared OMol25 structures with the same formula, charge and spin: 5.3690 eV. For the HOMO-LUMO gap, the calculation gives 10.80 eV. Its SMILES is FN=C(F)F.FC#CF.

```
9
Properties=species:S:1:pos:R:3:forces:R:3
F -1.904 1.682 -1.101 0.317 -0.313 -1.131
N -1.731 0.957 0.019 -0.469 2.763 1.160
C -1.612 -0.255 -0.025 -0.145 -3.346 0.312
F -1.655 -0.872 1.134 0.375 0.004 0.338
F -1.512 -1.186 -0.943 -0.038 0.899 -0.676
F 1.595 -1.859 0.368 0.458 0.721 -0.622
C 2.034 -0.660 0.065 -0.921 -0.996 1.368
C 2.179 0.507 0.351 0.415 -0.371 -0.992
F 2.605 1.687 0.131 0.007 0.639 0.241
```
Forces are in eV/Å.